This record from the OMol25 dataset describes a cluster of 11 separate species, C30H44Cl6O24 in total in a non-equilibrium geometry. The level of theory is ωB97M-V with the def2-TZVPD basis set.

Geometry as XYZ:
```
104
Properties=species:S:1:pos:R:3:forces:R:3:lowdin_spin:R:1
C -3.126264 -3.384283 4.305616 1.136 1.451 2.434 0.001
C -1.691394 -2.972893 4.127846 1.460 1.149 -0.062 0.000
O -1.342464 -3.433873 2.827256 -0.842 -1.225 -1.658 0.001
C -2.524064 -3.590173 2.140236 1.140 -1.313 -1.236 0.002
O -2.601774 -3.820453 0.926406 0.145 1.146 2.961 0.048
O -3.538494 -3.565633 3.012616 -1.324 -0.426 -2.393 0.005
H -3.571034 -2.512403 4.785306 -0.785 -0.088 -0.261 0.001
H -3.288014 -4.208253 5.000616 -0.015 -0.472 -0.636 0.000
H -0.986034 -3.250163 4.911236 -0.050 -0.569 -0.318 0.000
H -1.509284 -1.917103 3.927196 -0.743 0.516 1.064 0.001
C 0.301406 4.228007 -2.297754 0.875 0.126 0.946 0.000
C 0.880546 3.260867 -1.301384 3.860 -0.029 -1.058 0.000
O -0.015064 3.079127 -0.333174 -3.412 -0.958 2.073 0.001
C -1.169124 3.711957 -0.638694 -0.077 0.300 0.970 0.000
O -2.069664 3.746067 0.153596 -0.042 0.011 -1.179 0.000
O -1.050864 4.317497 -1.838214 -0.881 -0.235 -0.153 0.000
H 0.509746 3.763927 -3.261774 -1.028 0.699 -0.383 0.000
H 0.772246 5.199207 -2.145504 -0.221 0.106 -0.607 0.000
H 1.711346 3.645707 -0.709964 0.805 0.054 -0.939 0.000
H 1.138596 2.332457 -1.810864 0.112 -0.183 0.274 0.000
C 1.202726 -0.297533 -6.339984 0.213 0.283 0.377 0.000
C 1.535536 -1.528763 -5.473944 -1.359 0.885 -1.056 0.000
O 0.783076 -1.154943 -4.288004 -0.188 -1.550 0.668 0.000
C 0.601406 0.167667 -4.210064 1.403 0.039 -0.231 0.000
O 0.167356 0.762227 -3.266294 -0.382 -0.356 0.430 0.001
O 1.102436 0.746497 -5.281904 0.403 0.209 -1.977 0.000
H 0.243066 -0.240683 -6.853724 -0.389 -0.817 0.479 0.000
H 1.866996 -0.130693 -7.187934 0.768 0.698 0.799 0.000
H 2.585086 -1.731603 -5.260844 -0.031 0.580 0.229 0.000
H 1.138586 -2.419683 -5.960554 -0.315 -0.076 0.494 0.000
C 3.360626 2.152787 4.261046 -0.621 0.002 1.861 0.000
C 3.904106 0.979737 3.607806 0.200 -2.756 -0.899 0.000
O 3.533706 1.235897 2.255456 0.748 -4.867 -0.364 0.000
C 3.335106 2.472777 2.057016 0.800 0.496 1.265 0.000
O 3.268646 2.918317 0.981806 -0.936 2.244 -2.862 0.001
O 3.343336 3.077387 3.217566 -0.235 3.470 0.993 0.000
H 3.984236 2.400207 5.120116 -0.171 0.802 -0.219 0.000
H 2.339686 1.963097 4.592406 -0.123 0.252 0.134 0.000
H 3.406026 0.041897 3.853696 0.113 0.047 0.317 0.000
H 4.976666 0.809467 3.701166 0.071 0.310 -0.254 0.000
C -1.628224 -4.602733 -2.049834 -2.457 0.377 0.313 0.009
C -0.480494 -3.676803 -1.872644 -0.369 0.395 -0.087 0.030
O 0.627326 -4.494683 -2.072474 0.437 -2.233 -0.660 0.052
C 0.185616 -5.826263 -1.925364 2.604 -3.679 -0.112 0.000
O 0.892256 -6.844973 -1.996464 -2.190 4.321 0.266 0.010
O -1.136824 -5.860523 -1.670904 0.876 0.102 -0.625 0.006
H -2.020614 -4.541143 -3.064884 0.655 -0.627 -0.628 0.005
H -2.563544 -4.417663 -1.521584 0.437 0.252 0.777 0.002
H -0.313634 -3.349463 -0.846434 -0.706 0.730 0.459 0.021
H -0.588194 -2.882663 -2.611454 0.706 0.292 0.246 0.001
C 4.302156 -3.570543 -0.616504 -0.590 0.878 0.278 0.000
C 3.514596 -2.931503 0.511876 -1.688 -0.224 1.502 0.002
O 4.417206 -2.067663 1.221666 -2.883 -0.136 0.222 0.002
C 5.597076 -2.266123 0.755376 4.957 1.846 1.255 0.000
O 6.602076 -1.745713 1.245996 -2.180 -1.233 -1.361 0.001
O 5.609456 -3.061533 -0.297544 0.234 -1.424 -1.652 0.000
H 3.906256 -3.215933 -1.568144 0.639 0.409 -0.174 0.000
H 4.207656 -4.654063 -0.688384 0.645 -0.011 0.552 0.000
H 3.097016 -3.606023 1.259376 0.430 -0.535 -0.025 0.000
H 2.617326 -2.375563 0.239966 0.356 0.429 -0.589 0.001
C -3.890064 -0.615323 -2.497664 1.944 0.364 1.100 0.001
C -2.803044 0.302857 -3.029944 0.540 -0.677 0.043 0.024
O -3.464394 1.315977 -3.729274 0.156 0.644 0.536 0.033
C -4.720554 0.922737 -3.941034 -3.640 2.005 -2.529 -0.001
O -5.524764 1.546347 -4.669944 3.138 -2.948 3.153 0.021
O -4.970884 -0.243363 -3.244184 -1.773 0.382 -1.832 -0.001
H -4.121164 -0.518623 -1.436844 -0.073 0.403 0.144 0.001
H -3.423904 -1.596473 -2.587864 -1.079 -0.708 -0.634 0.001
H -2.211684 -0.201513 -3.794154 0.356 -0.241 0.247 0.007
H -2.139184 0.604227 -2.219664 0.185 0.780 -0.181 0.012
C -4.092784 -0.457343 2.145526 1.711 -1.385 -0.079 0.000
C -3.527974 0.871347 2.659776 0.672 -1.031 -2.365 0.000
O -4.706214 1.517687 2.846306 -3.499 1.261 0.935 0.000
C -5.696784 1.019857 1.993896 1.879 -0.910 -0.101 0.000
O -6.700224 1.535767 1.741526 -1.559 0.936 -0.054 0.000
O -5.276134 -0.190843 1.412566 0.634 1.974 1.516 0.000
H -4.340624 -1.095163 2.993976 -0.025 -0.110 0.041 0.000
H -3.389544 -0.973223 1.491756 -0.106 -0.174 0.066 -0.001
H -3.084624 1.474637 1.867566 0.922 -0.369 -0.396 0.000
H -2.802614 0.822807 3.471936 -0.646 -0.039 0.464 0.000
Cl 3.362286 0.046707 -1.394754 -1.063 -1.169 -0.085 0.002
C 4.695316 1.110477 -1.123044 1.353 0.958 0.532 0.000
C 4.507936 2.367207 -1.945324 -1.349 -1.218 -0.321 0.000
Cl 5.894216 3.279657 -1.729714 2.559 2.120 0.570 0.000
H 5.663416 0.646567 -1.311904 -0.273 -0.359 -0.600 0.000
H 4.787686 1.374627 -0.069574 -0.586 -0.004 -0.040 0.000
H 3.638356 2.917467 -1.585964 0.012 -0.121 -0.211 0.000
H 4.483386 2.184267 -3.019584 -0.628 -0.362 0.117 0.000
Cl -0.736614 3.352837 3.269076 0.172 0.437 -0.453 0.002
C -1.720574 4.870507 3.207096 -0.606 -0.101 -0.037 0.000
C -2.284244 5.034227 4.571356 -1.838 0.571 0.925 0.000
Cl -3.769474 6.083667 4.322356 0.474 0.217 0.349 0.000
H -2.606504 4.760357 2.581726 0.497 -0.680 -0.433 0.000
H -1.220204 5.764957 2.836016 0.634 -0.435 0.149 0.000
H -1.689994 5.474267 5.372196 0.164 0.022 -0.387 0.000
H -2.773144 4.131817 4.938436 0.540 -0.156 -0.104 0.000
Cl -1.416984 -1.141383 -0.366444 -0.630 -0.536 0.578 0.490
C 0.134346 -0.486393 0.107786 -0.415 0.606 0.995 0.078
C 0.021816 0.578547 1.299876 0.550 -0.477 -1.632 0.035
Cl 0.387266 -0.101263 2.881786 -0.144 -0.228 -0.141 0.034
H 0.464146 -0.267613 -0.907824 0.759 1.100 0.188 0.014
H 0.788946 -1.278623 0.471056 -0.042 -0.360 0.042 0.031
H -0.911274 1.139237 1.355056 0.095 -0.151 -0.227 -0.001
H 0.833776 1.253407 1.028966 0.030 0.283 0.171 0.013
```
Positions in Å, forces in eV/Å.

Computed properties:
Gap between HOMO and LUMO (spin up / spin down) = 10.0 / 2.4 eV
Spin multiplicity = 2
Strongest force on any atom = 5.44 eV/Å
HOMO energy (spin up / spin down) = -12.56 / -12.56 eV
Net charge = +1

This record from the OMol25 dataset describes a structure of composition C30H44FN4O6Si4Ti in a non-equilibrium geometry. The level of theory is ωB97M-V with the def2-TZVPD basis set.

Geometry as XYZ:
```
90
Properties=species:S:1:pos:R:3:forces:R:3:lowdin_spin:R:1
Ti -0.024826 -0.380765 -0.008461 0.461 1.650 -1.328 0.896
C -1.390100 3.020012 0.628556 0.107 0.119 0.177 0.001
Si -2.565661 1.859866 -0.265861 0.018 0.002 0.149 0.000
C -4.276388 2.478544 0.229436 -0.189 0.002 -0.028 0.000
C -2.475431 2.384772 -2.074730 -0.031 -0.051 -0.219 0.000
C -2.172591 0.047863 0.106517 -0.326 -0.160 0.132 -0.005
Si -3.187089 -1.067076 -1.007098 -0.186 0.104 0.113 0.000
C -5.020830 -0.793084 -0.708812 -0.201 -0.058 0.024 0.000
C -3.001472 -2.936380 -0.816369 0.212 -0.147 0.241 0.000
C -2.854999 -0.784277 -2.825428 -0.017 0.014 -0.198 0.000
Si -2.337866 -0.314803 1.930730 0.084 0.363 -0.028 0.001
C -2.578623 -2.048006 2.598249 -0.089 -0.250 -0.099 0.001
C -3.595050 0.675455 2.906995 -0.135 0.187 0.099 0.000
C -0.659271 0.324900 2.640525 -0.109 0.109 -0.024 0.024
C -0.426841 0.557682 3.991647 -0.136 -0.015 0.003 -0.003
C 0.733804 1.188980 4.403740 0.018 0.026 0.052 0.024
C 1.630562 1.622969 3.440508 0.066 0.049 0.051 -0.003
C 1.364244 1.351746 2.114428 -0.071 -0.030 -0.009 0.022
N 0.267790 0.690978 1.719070 0.171 0.512 1.506 0.000
H -1.720605 4.048047 0.442678 0.028 -0.080 0.001 0.000
H -0.363541 2.930120 0.265715 0.004 0.027 0.035 0.000
H -1.381987 2.867511 1.712746 0.029 0.051 -0.067 0.000
H -4.224860 3.570191 0.317998 -0.005 -0.077 -0.025 0.000
H -4.662001 2.087167 1.166436 -0.027 0.071 -0.055 0.000
H -5.008040 2.254398 -0.549927 0.011 0.059 0.042 0.000
H -2.018512 3.380129 -2.116311 -0.061 -0.050 -0.001 0.000
H -3.483977 2.466805 -2.491798 0.085 0.006 -0.001 0.000
H -1.902329 1.724807 -2.720701 -0.019 0.070 0.008 0.000
H -5.289910 -1.070154 0.318861 -0.005 0.035 -0.095 0.000
H -5.610659 -1.421580 -1.386449 0.035 0.049 0.079 0.000
H -5.326288 0.242253 -0.862400 -0.006 -0.066 0.010 0.000
H -2.813202 -3.285057 0.204713 -0.026 0.011 -0.202 0.000
H -2.217430 -3.329874 -1.469568 -0.149 0.021 0.026 0.000
H -3.947928 -3.376984 -1.142482 0.038 -0.012 0.002 0.000
H -3.373704 0.092322 -3.215285 0.036 -0.027 -0.014 0.000
H -3.213467 -1.656745 -3.382100 0.018 0.052 0.017 0.000
H -1.787165 -0.676321 -3.028264 -0.015 -0.012 -0.038 0.000
H -3.348174 -2.607576 2.059417 0.019 0.064 0.106 0.000
H -2.911060 -1.962449 3.635820 0.028 -0.012 -0.013 0.000
H -1.654463 -2.623496 2.580274 -0.072 -0.010 -0.008 0.000
H -4.601854 0.512251 2.508566 0.080 -0.016 0.100 0.000
H -3.397792 1.751036 2.901206 -0.048 -0.098 0.006 0.000
H -3.593199 0.331975 3.946793 0.014 0.049 -0.063 0.000
H -1.177517 0.257037 4.714590 0.070 -0.004 -0.033 -0.001
H 0.928797 1.358721 5.456258 -0.017 0.009 -0.048 0.001
H 2.533958 2.155827 3.706796 -0.032 -0.015 -0.010 -0.001
H 2.044471 1.655036 1.332602 0.058 -0.045 -0.068 0.001
C 3.996758 -2.311531 -0.944412 0.141 -0.150 -0.198 0.000
Si 3.278085 -1.115897 0.287013 -0.066 0.181 0.157 -0.001
C 2.647954 -2.114275 1.739729 -0.094 -0.140 0.023 0.001
C 4.629786 -0.064095 1.043670 0.212 0.159 0.017 0.000
N 2.010956 -0.156192 -0.433905 0.087 0.235 -0.214 -0.006
C 2.306634 0.717913 -1.472256 0.029 -0.088 0.116 0.000
C 3.560643 1.047739 -2.016533 0.055 -0.019 -0.013 -0.001
C 3.687937 1.991095 -3.031618 0.009 -0.053 0.038 0.000
C 2.587048 2.646766 -3.563896 0.000 -0.002 -0.011 -0.001
C 1.321419 2.330645 -3.077932 0.071 0.067 -0.108 0.000
C 1.255572 1.396800 -2.085066 0.014 -0.055 0.015 0.000
F 0.004576 1.025447 -1.602472 0.016 0.452 -0.239 0.022
H 4.659917 -3.023175 -0.440322 -0.043 0.051 -0.059 0.000
H 4.570612 -1.816416 -1.731945 -0.036 -0.060 0.023 0.000
H 3.196298 -2.879172 -1.429783 0.049 0.010 0.017 0.000
H 3.511382 -2.323956 2.380531 -0.052 0.001 -0.045 0.000
H 2.217934 -3.075351 1.446108 -0.005 0.056 0.047 0.000
H 1.905864 -1.585977 2.340774 0.020 -0.009 0.039 0.000
H 5.483501 -0.702848 1.301016 -0.083 0.076 0.001 0.000
H 4.265133 0.384901 1.973728 0.044 -0.020 -0.049 0.000
H 4.997358 0.741199 0.404432 -0.013 -0.041 0.083 0.000
H 4.447473 0.551069 -1.645409 -0.028 0.058 -0.041 0.000
H 4.676434 2.214168 -3.415663 -0.030 -0.021 0.027 0.000
H 2.702304 3.379439 -4.351873 -0.005 -0.037 0.043 0.000
H 0.416107 2.784832 -3.461212 0.034 -0.028 0.030 0.000
O 0.013799 -1.953576 -1.337437 -0.205 -0.782 -0.620 0.009
C -0.042547 -2.667513 -0.313793 0.085 -0.426 0.208 0.007
O -0.173519 -2.094120 0.834071 0.039 -1.968 0.362 0.010
C 0.073245 -4.147137 -0.398742 -0.022 0.292 0.007 0.001
C 0.595466 -4.713084 -1.548888 0.095 0.105 -0.235 0.000
C 0.667165 -6.085626 -1.626884 0.070 -0.132 -0.296 0.000
C 0.203345 -6.909409 -0.626220 0.021 -0.287 -0.001 0.000
C -0.318330 -6.304913 0.496835 0.086 -0.202 0.291 0.000
C -0.379169 -4.937684 0.642395 -0.017 0.061 0.323 0.000
N -0.850122 -7.171746 1.584903 -0.543 0.107 -0.741 0.000
O -1.415181 -6.619182 2.499764 0.193 0.072 0.305 0.000
O -0.778012 -8.368701 1.415790 0.242 -0.053 0.188 0.000
N 1.260062 -6.709769 -2.842914 -0.010 0.085 0.434 0.000
O 1.255625 -7.919123 -2.897548 -0.042 -0.052 -0.073 0.000
O 1.728777 -5.963454 -3.670248 -0.011 0.066 -0.149 0.000
H 0.937081 -4.095844 -2.369508 -0.018 -0.005 0.048 0.000
H 0.246227 -7.984167 -0.719885 0.007 0.014 0.015 0.000
H -0.777167 -4.501449 1.549203 -0.015 0.002 -0.072 0.000
```
Positions in Å, forces in eV/Å.

Computed properties:
ΔE to the lowest compared entry with this formula, charge and spin = 0.480 eV
Gap between HOMO and LUMO (spin up / spin down) = 6.5 / 6.7 eV
Spin multiplicity = 2
Strongest force on any atom = 2.17 eV/Å
HOMO energy (spin up / spin down) = -7.64 / -7.91 eV

- Look up the spin multiplicity of the second one.
  2

- The lowest strongest force on any atom belongs to which entry?
  C30H44FN4O6Si4Ti